(1)
Below is a structure of composition C3H4I2O, with properties calculated with ωB97M-V/def2-TZVPD.

Positions of all 10 atoms, in Å:
1 C -1.019 -0.060 0.136
2 C 0.263 0.726 0.210
3 C 1.469 0.190 0.104
4 O -1.068 -0.767 -1.076
5 I 1.793 -1.868 -0.133
6 I 3.202 1.367 0.350
7 H -1.866 0.630 0.221
8 H -1.044 -0.762 0.986
9 H 0.170 1.793 0.358
10 H -1.899 -1.248 -1.156

Output
total energy = -787.2913 hartree
LUMO = 0.07 eV
HOMO-LUMO gap = 9.14 eV
ΔE to the lowest compared entry with this formula, charge and spin = 19.9 kcal/mol

***

(2)
Below is the molecule C3H4IN, with properties calculated with ωB97M-V/def2-TZVPD.

Positions of all 9 atoms, in Å:
1 H 0.805 -1.252 2.645
2 N 0.778 -0.640 1.811
3 C -0.321 -0.603 1.214
4 I -2.178 -1.707 1.807
5 C -0.588 0.054 -0.313
6 C 0.333 0.625 -1.033
7 H -1.608 -0.337 -0.393
8 H 0.070 0.704 -2.118
9 H 1.256 0.845 -0.640

Output
total energy = -469.0849 hartree
LUMO = 0.21 eV
HOMO-LUMO gap = 9.94 eV
ΔE to the lowest compared entry with this formula, charge and spin = 24.7 kcal/mol
SMILES = [H]/N=C(\I)C=C

***

Which value of ΔE to the lowest compared entry with this formula, charge and spin does entry 1 give?
19.9 kcal/mol

***

HOMO-LUMO gap of number 1 (C3H4I2O)?
9.14 eV

***

Which of these has the lowest HOMO-LUMO gap?
C3H4I2O